Record 1
Entry from OMol25: a structure of composition C24H23CaN3S4Se (wB97M-V/def2-TZVPD).

As for the total charge: 0.

XYZ file:
```
56
Properties=species:S:1:pos:R:3:forces:R:3
Ca -0.4152 1.2250 0.2370 0.0 -0.1 0.2
S 0.0777 -1.4657 -0.3862 -0.1 0.0 0.0
C -1.3974 -2.3628 -0.1029 0.1 0.0 0.0
C -1.3139 -3.7670 -0.0353 0.0 0.0 0.0
C -2.4141 -4.5653 0.2008 0.0 0.0 0.0
C -3.6733 -4.0003 0.3868 0.0 0.0 0.0
C -3.7929 -2.6256 0.3175 0.0 -0.1 0.0
C -2.6835 -1.8150 0.0704 0.0 0.0 0.0
S -3.0043 -0.0651 0.0526 0.0 0.0 0.0
C -3.2256 0.2844 -1.7168 -0.1 0.0 -0.1
C -1.9712 0.2619 -2.5456 -0.1 0.0 0.0
C -1.8265 -0.6277 -3.5979 0.0 0.0 0.0
C -0.6666 -0.5726 -4.3527 0.0 0.0 0.0
C 0.2843 0.3861 -4.0531 0.0 0.0 0.0
C 0.0626 1.2451 -2.9838 0.0 0.0 0.0
C 1.0556 2.3214 -2.6368 -0.1 0.0 -0.1
S 1.9795 1.9110 -1.1139 0.0 0.0 0.0
C 2.2673 3.5112 -0.3860 0.0 -0.1 0.0
C 3.6024 3.9005 -0.3000 0.1 0.1 0.0
C 3.9528 5.0934 0.3070 0.0 -0.1 0.0
C 2.9436 5.8999 0.8190 0.0 0.0 0.0
C 1.6189 5.5185 0.7276 0.1 0.1 0.0
C 1.2301 4.3109 0.1339 -0.2 -0.1 -0.1
S -0.4865 3.9271 0.0377 0.2 0.1 0.1
N -1.0377 1.1623 -2.2308 0.0 -0.1 -0.1
H -0.3396 -4.2170 -0.1768 0.0 0.0 0.0
H -2.2884 -5.6409 0.2397 0.0 0.0 0.0
H -4.5402 -4.6184 0.5771 0.0 0.0 0.0
H -4.7581 -2.1550 0.4600 0.0 0.0 0.0
H -3.6528 1.2886 -1.7446 0.0 0.0 0.0
H -3.9683 -0.4077 -2.1110 0.0 0.0 0.0
H -2.6029 -1.3512 -3.8051 0.0 0.0 0.0
H -0.5072 -1.2654 -5.1685 0.0 0.0 0.0
H 1.1966 0.4696 -4.6279 0.0 0.0 0.0
H 0.5199 3.2499 -2.4363 0.0 0.0 0.0
H 1.7587 2.4607 -3.4558 0.0 0.0 0.0
H 4.3633 3.2522 -0.7159 0.0 0.0 0.0
H 4.9909 5.3888 0.3766 0.0 0.0 0.0
H 3.1915 6.8390 1.2987 0.0 0.0 0.0
H 0.8450 6.1570 1.1327 0.0 0.0 0.0
C -1.4447 -1.8618 3.4801 0.0 0.0 0.0
N -0.0619 -2.0504 3.0814 0.0 0.0 0.0
C 0.5342 -3.2641 2.8162 0.1 0.0 0.0
C 1.7975 -3.0050 2.4212 -0.1 -0.1 0.0
N 1.9598 -1.6377 2.4569 0.0 0.0 0.0
C 3.1124 -0.9163 1.9533 0.0 0.0 0.0
C 0.8108 -1.0559 2.8393 0.0 0.2 0.1
Se 0.5106 0.7747 3.0439 -0.1 -0.1 0.0
H -1.9629 -2.8103 3.3605 0.0 0.0 0.0
H -1.9014 -1.1145 2.8353 0.0 0.0 0.0
H -1.4995 -1.5218 4.5125 0.0 0.0 0.0
H 0.0021 -4.1920 2.9194 0.0 0.0 0.0
H 2.5878 -3.6629 2.1091 0.0 0.0 0.0
H 3.9526 -1.6044 1.9074 0.0 0.0 0.0
H 3.3384 -0.0855 2.6162 0.0 0.0 0.0
H 2.8897 -0.5339 0.9560 0.0 0.0 0.0
```
Positions in Å, forces in eV/Å.

Atomic partial charges in e from the natural (NBO) method, atoms 1 to 2: 1.619, -0.546

---

Record 2
Entry from OMol25: a cluster of 2 separate species, C24H23Cl2N2 in total in a non-equilibrium geometry (wB97M-V/def2-TZVPD).

As for the total charge: +1.

XYZ file:
```
51
Properties=species:S:1:pos:R:3:forces:R:3
Cl -5.1344 0.2347 3.4725 0.1 -0.2 0.1
C -3.6672 -0.6262 3.7035 0.8 -0.3 -0.4
C -3.6563 -2.0219 3.8511 0.2 -0.1 0.2
C -2.4524 -2.7080 4.0031 -0.2 0.1 -0.2
C -1.2115 -2.0272 3.8786 -0.4 0.4 -0.1
C 0.0427 -2.7133 3.8150 0.1 0.4 -0.4
C 1.2479 -2.1535 3.3851 -0.4 -0.9 0.1
C 1.4790 -1.1230 2.4649 0.4 0.2 0.8
C 2.7453 -0.4516 2.5108 0.6 0.0 0.3
C 3.1937 0.4331 1.4990 0.2 -0.2 -0.1
C 4.4859 0.9600 1.5485 0.0 -0.1 0.4
C 5.3189 0.7053 2.6633 -1.0 -0.4 -0.3
Cl 6.9128 1.3122 2.7410 0.0 0.1 -0.1
C 4.8525 -0.0957 3.7199 -0.5 -0.2 -0.1
C 3.6037 -0.6910 3.6237 0.5 0.3 -0.3
C -1.2523 -0.6138 3.7626 -0.1 -0.1 -0.4
C -2.4533 0.0674 3.6482 0.1 0.0 0.0
H -4.6053 -2.5452 3.8074 0.2 -0.1 0.2
H -2.4678 -3.7908 4.1557 0.0 0.4 -0.2
H 0.0720 -3.7485 4.1505 0.0 0.2 0.2
H 2.1391 -2.6511 3.8007 -0.6 0.1 -0.4
H 0.7700 -0.8400 1.6811 -0.1 0.0 0.2
H 2.5265 0.6377 0.6508 0.4 0.0 0.4
H 4.8740 1.5601 0.7288 -0.1 0.0 0.2
H 5.4659 -0.2842 4.5978 0.0 0.1 -0.3
H 3.2969 -1.3750 4.4156 0.2 0.5 -0.2
H -0.3106 -0.0653 3.7245 -0.4 0.0 0.1
H -2.4567 1.1343 3.4649 0.0 0.0 0.2
C -1.9271 0.9152 -6.4762 -0.3 -0.3 -0.2
C -1.5214 2.3865 -6.2257 0.1 0.3 -0.2
C -1.1344 2.5005 -4.7389 0.4 0.2 0.5
N -1.3384 1.1705 -4.1782 -0.6 -0.2 -0.3
C -0.8240 0.8273 -2.9353 0.3 -0.3 0.6
C -1.3861 1.3349 -1.7421 0.5 -0.7 0.2
C -0.9228 0.8430 -0.5123 0.4 0.2 -0.3
N 0.1658 0.0507 -0.3697 -0.5 0.0 -1.1
C 0.7388 -0.3686 -1.5280 -0.3 0.1 0.1
C 0.2638 -0.0686 -2.8084 -0.2 0.3 0.6
C -1.6670 0.1406 -5.1716 0.5 -0.3 0.4
H -2.9894 0.8483 -6.7604 0.4 0.1 0.2
H -1.3735 0.4552 -7.3061 -0.1 0.3 0.2
H -0.6604 2.6875 -6.8419 -0.3 -0.2 0.2
H -2.3364 3.0775 -6.4948 0.3 -0.3 0.2
H -0.0635 2.7814 -4.6193 -0.5 0.0 -0.2
H -1.7247 3.2405 -4.1691 0.1 -0.1 -0.4
H -2.2095 2.0394 -1.7921 0.0 -0.2 0.1
H -1.4460 1.0961 0.4199 0.3 0.1 -0.4
H 1.6315 -0.9959 -1.4199 -0.3 0.2 0.0
H 0.7499 -0.4699 -3.7001 -0.1 0.1 0.4
H -2.5605 -0.4272 -4.8322 0.5 0.3 -0.2
H -0.8240 -0.5845 -5.2662 -0.6 0.3 -0.2
```
Positions in Å, forces in eV/Å.

Atomic partial charges in e from the natural (NBO) method, atoms 1 to 2: 0.086, 0.017

---

Record 3
Entry from OMol25: a cluster of 12 separate species, C24H23Cl44NO3P3 in total in a non-equilibrium geometry (wB97M-V/def2-TZVPD).

As for the total charge: +1.

XYZ file:
```
98
Properties=species:S:1:pos:R:3:forces:R:3
C -0.7806 -5.2588 -0.6879 -0.7 -0.2 0.7
C -1.8488 -4.1451 -0.7010 1.0 0.0 -0.3
P -1.2245 -2.4109 -0.8596 -1.0 1.1 -0.8
C 0.4888 -2.5214 -1.4702 -0.5 -0.7 0.8
C -1.1897 -1.6626 0.8516 0.8 -1.4 0.4
C -0.2492 -0.4464 1.0145 -1.4 -1.3 0.3
C -0.0734 -0.3093 2.5446 0.6 0.0 -1.2
N -0.8382 -1.4659 3.1779 1.9 2.3 0.5
P 0.0813 -1.9595 4.6485 -0.4 -1.3 0.8
O -0.4186 -3.2324 5.1660 -0.1 -0.1 -0.1
P -2.5616 -0.7850 3.6237 -2.5 -1.3 0.5
O -2.3137 0.1616 4.9196 1.1 -0.5 -0.9
O -2.8743 0.2883 2.4871 0.8 0.3 0.1
C -0.8624 -2.5325 2.0768 -0.6 -0.6 0.0
C 0.2988 -3.4924 2.1393 0.1 -0.4 0.1
C -0.0312 -4.8173 2.4323 0.1 0.3 -0.1
C 0.9461 -5.7842 2.5373 -0.2 -0.1 0.0
C 2.2782 -5.4613 2.3693 0.0 0.4 -0.1
C 2.6394 -4.1396 2.1070 -0.4 -0.7 0.2
C 1.6472 -3.1795 1.9908 0.1 0.4 -0.2
H 0.2031 -4.9280 -0.3789 0.2 0.1 -0.2
H -1.0827 -6.0235 0.0244 0.1 0.1 0.0
H -0.7522 -5.7617 -1.6438 0.3 0.0 -0.3
H -2.4361 -4.2698 -1.6030 -0.3 0.0 -0.1
H -2.5554 -4.2221 0.1199 0.0 0.1 0.2
H 0.8426 -1.5602 -1.8039 0.1 0.3 -0.1
H 1.1500 -2.9576 -0.7365 0.2 0.0 0.1
H 0.4463 -3.2200 -2.3001 0.1 0.0 -0.3
H -2.2476 -1.4623 0.9933 -0.1 0.7 -0.1
H 0.6890 -0.7818 0.5946 0.3 0.7 -0.4
H -0.7383 0.3880 0.5324 0.5 0.5 -0.1
H 0.9900 -0.4173 2.7312 0.1 0.0 0.5
H -0.3645 0.6763 2.8888 -0.3 0.0 0.4
H -0.1076 -0.9243 5.5689 0.2 0.5 -0.5
H 1.4259 -1.9407 4.2613 -0.1 0.3 -0.3
H -1.4924 0.6747 4.8318 -0.2 0.5 0.4
H -2.5392 1.1831 2.6764 -0.3 0.1 -0.3
H -1.7082 -3.1708 2.3138 -0.4 0.2 0.1
H -1.0648 -5.0827 2.5869 -0.2 -0.1 0.0
H 0.6534 -6.7978 2.7534 0.0 -0.2 0.1
H 3.0208 -6.2372 2.4462 0.2 0.0 0.0
H 3.6814 -3.9043 1.9886 0.2 0.3 0.0
H 1.9419 -2.1589 1.7875 0.1 0.1 -0.1
C 4.6891 -3.4105 -2.0173 0.1 0.0 -0.1
Cl 3.5647 -2.9012 -0.7408 0.5 0.1 -0.1
Cl 4.0285 -4.8437 -2.8035 0.0 0.0 0.0
Cl 4.8843 -2.1162 -3.2042 0.0 -0.1 0.1
Cl 6.2578 -3.7864 -1.3085 0.0 0.0 0.0
C -3.8992 3.8936 1.6782 -0.2 0.1 -0.2
Cl -5.0008 3.0272 2.7520 0.0 0.0 0.1
Cl -4.5768 5.4648 1.2774 0.0 0.0 0.0
Cl -2.3355 4.1180 2.4979 0.1 -0.1 0.1
Cl -3.6522 2.9610 0.2015 0.1 -0.1 0.0
C 1.2529 1.2332 -4.1082 0.1 0.1 0.0
Cl 2.5110 0.0659 -3.6713 -0.1 0.0 0.0
Cl 1.9257 2.8673 -3.9428 0.1 -0.6 0.1
Cl 0.7329 0.9579 -5.7670 0.0 0.0 0.1
Cl -0.1249 1.0303 -3.0132 0.0 0.0 0.0
C 0.3594 1.5179 8.4058 0.1 0.0 0.1
Cl 1.3525 2.6584 7.4944 0.0 0.0 0.0
Cl 1.3756 0.2420 9.0721 0.0 0.0 0.0
Cl -0.4847 2.3546 9.6973 0.0 0.0 0.0
Cl -0.8367 0.7865 7.3053 -0.1 0.1 0.2
C -2.4412 -9.2001 -0.8280 0.0 -0.1 0.0
Cl -1.6479 -10.5460 -1.6404 0.0 0.0 0.0
Cl -2.8756 -7.9654 -2.0171 0.0 0.0 0.0
Cl -3.8986 -9.7678 -0.0164 0.0 0.0 0.0
Cl -1.3354 -8.5079 0.3738 0.0 -0.2 0.0
C -2.1745 4.7917 -5.1133 0.1 0.0 0.1
Cl -3.0415 5.2975 -3.6569 -0.2 0.1 0.1
Cl -3.0548 3.4767 -5.8967 0.0 0.0 0.0
Cl -2.0195 6.1537 -6.2214 0.0 0.0 0.0
Cl -0.5751 4.2204 -4.6222 -0.3 0.2 -0.3
C -7.3171 2.4175 -1.8794 0.0 0.0 -0.1
Cl -7.4052 2.7451 -0.1408 0.0 0.0 0.0
Cl -6.7695 0.7554 -2.1289 0.0 0.0 0.0
Cl -8.9054 2.6342 -2.6066 0.1 -0.2 -0.1
Cl -6.1689 3.5327 -2.6235 0.1 0.0 0.0
C 2.7429 6.8320 -2.9827 0.1 0.1 0.0
Cl 3.4770 5.3978 -3.7340 0.1 0.3 0.0
Cl 2.4523 8.0498 -4.2203 0.0 0.0 0.0
Cl 1.2172 6.3841 -2.2177 0.0 -0.1 0.0
Cl 3.8460 7.4703 -1.7635 -0.2 0.1 0.0
C -11.7779 5.4329 -0.8166 0.0 0.0 0.0
Cl -12.2440 6.5842 0.4381 0.0 0.0 0.0
Cl -12.9063 4.0745 -0.8203 0.0 0.0 0.0
Cl -11.8109 6.2301 -2.3918 0.0 0.0 0.0
Cl -10.1462 4.8340 -0.4988 -0.1 0.2 0.2
C 8.2790 6.9699 -2.3928 0.0 0.0 0.0
Cl 8.8886 7.8520 -3.7920 0.0 0.0 0.0
Cl 9.4213 5.6882 -1.9645 -0.3 0.3 0.3
Cl 8.0951 8.0773 -1.0279 0.0 0.0 0.0
Cl 6.7121 6.2550 -2.7802 0.2 -0.1 -0.1
C 12.0786 2.6550 -4.2306 0.0 0.0 0.0
Cl 13.4439 3.2846 -5.1540 0.0 0.0 0.0
Cl 12.6757 1.6796 -2.8841 0.0 0.0 0.0
Cl 11.1171 4.0006 -3.5990 0.3 -0.3 -0.3
Cl 11.0679 1.6549 -5.2794 0.0 0.0 0.0
```
Positions in Å, forces in eV/Å.

Atomic partial charges in e from the Mulliken method, atoms 1 to 2: -0.488, -0.747

---

Record 4
Entry from OMol25: a structure of composition C24H23ClOPRu in a non-equilibrium geometry (wB97M-V/def2-TZVPD).

As for the spin multiplicity: 5. As for the expectation value of S²: 6.059. As for the total charge: +1.

XYZ file:
```
51
Properties=species:S:1:pos:R:3:forces:R:3
C 1.6554 1.3151 0.5278 -0.7 -0.4 -0.9
C 0.8886 1.2264 -0.6793 0.0 1.2 0.3
C -0.4296 1.7688 -0.4031 0.9 -0.2 0.2
H 1.2265 0.8876 -1.6542 0.0 0.0 0.3
C -0.4680 2.1154 0.9979 1.2 0.2 0.1
C 0.8323 1.8766 1.5468 -0.8 0.0 0.0
H 1.1449 2.0719 2.5741 -0.2 -0.2 -0.4
H 2.7007 1.0178 0.6178 -0.4 0.0 0.1
H -1.1949 1.9821 -1.1422 0.1 -0.2 0.3
H -1.3104 2.5544 1.5240 0.1 -0.2 -0.1
Ru -0.3663 -0.2138 0.6054 0.8 1.3 -0.4
Cl -2.5284 -0.1790 0.2255 -0.7 -0.8 0.6
P -1.8103 0.2830 -3.0803 -0.4 -0.1 -1.1
C -2.9957 1.6697 -3.3574 0.0 0.3 0.3
C -3.0282 2.4396 -4.5309 -0.2 0.0 0.2
H -2.2940 2.2804 -5.3210 -0.2 0.0 0.2
C -4.0145 3.4157 -4.6971 0.0 0.0 0.2
H -4.0403 4.0005 -5.6178 0.0 -0.2 0.3
C -4.9596 3.6432 -3.6923 0.1 -0.1 0.1
H -5.7224 4.4128 -3.8190 0.2 -0.2 0.0
C -4.9198 2.8918 -2.5118 0.0 0.1 -0.1
H -5.6520 3.0614 -1.7208 0.2 0.0 -0.3
C -3.9386 1.9201 -2.3395 0.2 0.1 -0.4
H -3.8945 1.3429 -1.4159 -0.1 0.1 -0.3
C -0.6786 0.5242 -4.5117 0.3 0.0 0.1
C 0.3384 1.4912 -4.3638 -0.3 -0.5 -0.4
H 0.4214 2.0515 -3.4313 0.0 0.0 -0.2
C 1.2243 1.7354 -5.4094 0.0 0.0 0.0
H 2.0044 2.4872 -5.2841 -0.2 -0.2 -0.1
C 1.1125 1.0179 -6.6067 -0.1 0.0 0.2
H 1.8170 1.2060 -7.4177 -0.2 0.0 0.2
C 0.1102 0.0560 -6.7543 0.1 0.1 0.2
H 0.0179 -0.5034 -7.6858 0.1 0.2 0.2
C -0.7786 -0.2015 -5.7077 0.2 0.3 0.1
H -1.5491 -0.9621 -5.8336 0.2 0.2 0.1
C -2.8364 -1.1167 -3.6773 0.0 -0.5 0.3
C -4.0374 -0.9655 -4.3890 0.2 -0.2 0.1
H -4.4514 0.0248 -4.5822 0.2 -0.3 0.0
C -4.7113 -2.0948 -4.8621 0.2 -0.1 0.1
H -5.6385 -1.9709 -5.4248 0.3 -0.1 0.2
C -4.2029 -3.3728 -4.6132 0.1 0.1 0.1
H -4.7361 -4.2537 -4.9737 0.2 0.3 0.1
C -3.0139 -3.5283 -3.8881 -0.1 0.0 -0.1
H -2.6126 -4.5236 -3.6916 -0.2 0.3 -0.1
C -2.3372 -2.4095 -3.4112 -0.4 0.4 -0.3
H -1.4158 -2.5177 -2.8369 -0.2 0.0 -0.1
C 1.6213 -1.3436 2.5089 0.0 -0.6 -0.1
O 0.7810 -1.4984 1.3676 -0.4 0.0 0.4
H 2.1962 -2.2784 2.5617 0.0 0.4 0.3
H 1.0005 -1.2239 3.4099 0.3 -0.1 -0.2
H 2.2965 -0.4812 2.3986 -0.2 -0.3 0.0
```
Positions in Å, forces in eV/Å.

Atomic partial charges in e from the Mulliken method, atoms 1 to 2: -0.977, -0.072

---

The records above yield energy values of -5764.58657; -1957.94234; -22480.93837; -1899.64927 a.u., respectively.